Computed, not measured: C16H17N3O2 as an isolated structure at a distorted geometry, with ωB97M-V/def2-TZVPD.

```
! wB97M-V def2-TZVPD RIJCOSX def2/J DEFGRID3
* xyz 0 1
O 0.32382 0.27800 -0.10639
O -2.08014 -0.55351 1.33671
N 3.47733 3.27392 1.59916
N 0.33865 1.78706 1.33192
N 2.47594 0.27565 -0.64767
C -3.28597 -2.38621 2.34844
C -3.27318 -1.08702 1.92486
C -1.69123 0.57311 1.08633
C 1.43228 1.67288 0.86287
C 2.15949 -0.24996 -3.25187
C 3.91764 0.74952 -0.84496
C 2.49474 2.58954 1.30815
C 3.41201 0.60555 -3.33894
C 2.13297 -0.66272 -1.68542
C -0.21210 0.84667 0.80775
C -5.50296 -2.21638 2.68131
C 3.77550 1.57211 -2.31544
C -5.64503 -1.02288 1.97126
C -4.44192 -2.93027 2.88559
C -4.36889 -0.21584 1.86734
C 1.52822 0.71352 0.02484
H -2.23074 0.57030 0.22483
H -6.55724 -2.52351 2.96783
H -2.32444 1.56607 1.63787
H 1.44228 0.58738 -2.98430
H 2.95871 2.24365 -2.20802
H -4.49504 -3.94710 3.21566
H 1.90925 -0.79346 -4.06122
H 4.79614 2.00814 -2.48177
H 2.91067 -1.53352 -1.87093
H 3.38549 1.22094 -4.14750
H -6.45933 -0.30528 1.98286
H 4.24033 1.35769 0.08265
H 4.67260 -0.18475 -0.94878
H 4.30456 -0.17738 -3.44170
H 1.23180 -1.41550 -1.54616
H -2.34780 -2.76279 2.51800
H -4.40441 0.47640 1.21486
*
```

## Properties
- Energy: -934.1596 hartree
- Orbital gap: 7.94 eV

Computed, not measured: a single C2H2N2S molecule at a distorted geometry, with ωB97M-V/def2-TZVPD.

```
! wB97M-V def2-TZVPD RIJCOSX def2/J DEFGRID3
* xyz 0 1
S 0.07625 -1.67076 1.16915
N -0.74773 1.94921 1.51531
N 0.43748 -0.19834 -0.99699
C -0.52917 0.93452 1.00739
C 0.01349 -0.34375 0.24473
H 0.80372 -1.13258 -1.27939
H -0.05404 0.46169 -1.66021
*
```

## Properties
- SMILES: N#CC(N)=S
- Energy: -585.0731 hartree
- Orbital gap: 8.95 eV

Computed, not measured: a 2-piece molecular cluster, C2H4FNO overall at a distorted geometry, with ωB97M-V/def2-TZVPD.

```
! wB97M-V def2-TZVPD RIJCOSX def2/J DEFGRID3
* xyz 0 1
F 1.68083 -0.03405 -0.44051
O -1.82973 1.17715 -0.11822
N -1.09468 -1.08115 -0.14025
C 0.87822 0.87131 0.27819
C -1.05715 0.25484 -0.15932
H -2.02459 -1.53943 -0.08763
H -0.37846 -1.65614 0.02582
H 1.19092 0.89357 1.43170
H 0.78817 1.87537 -0.07396
*
```

## Properties
- Energy: -308.3943 hartree
- Orbital gap: 9.65 eV

Computed, not measured: a single C4H10N2 molecule at a distorted geometry, with ωB97M-V/def2-TZVPD.

```
! wB97M-V def2-TZVPD RIJCOSX def2/J DEFGRID3
* xyz 0 1
N 0.60014 -1.05599 -1.07382
N 0.73265 1.04185 -0.08536
C 1.91735 1.47302 -1.18605
C -0.73922 -0.44557 1.16762
C 0.41705 -0.23515 -0.14983
C -2.06022 -0.96855 0.64526
H -0.86731 0.48139 1.72497
H -2.76023 -1.14667 1.46511
H -2.51480 -0.25125 -0.03729
H -0.23996 -1.16353 1.82103
H 0.09279 -1.92952 -1.01042
H 2.90443 1.16926 -0.83594
H -1.93604 -1.91387 0.11751
H 0.94601 1.44401 0.81354
H 1.65322 0.94588 -2.09679
H 1.85414 2.55467 -1.27955
*
```

## Properties
- SMILES: [H]/N=C(\CC)NC
- Energy: -267.8688 hartree
- Orbital gap: 10.02 eV

Computed, not measured: a single C4H6N2O molecule at a distorted geometry, with ωB97M-V/def2-TZVPD.

```
! wB97M-V def2-TZVPD RIJCOSX def2/J DEFGRID3
* xyz 0 1
O -0.23817 1.15868 -0.48723
N -0.32770 -2.56604 2.31569
N 1.43947 0.62272 -1.97459
C 0.62169 1.45820 -1.51903
C -0.78914 -0.22652 1.37779
C -0.64009 -1.77315 1.47691
C -0.24233 -0.08208 0.02743
H 0.49574 -0.75672 -0.38953
H -0.36660 0.48074 2.10956
H -1.87716 -0.15584 1.43489
H 1.98657 1.01705 -2.73521
H 0.44770 2.48836 -1.83236
H -0.94711 -1.91618 0.31187
*
```

## Properties
- Energy: -340.5968 hartree
- Orbital gap (spin up / spin down): 9.16 / 7.45 eV

Computed, not measured: a single C4H4N2 molecule at a distorted geometry, with ωB97M-V/def2-TZVPD.

```
! wB97M-V def2-TZVPD RIJCOSX def2/J DEFGRID3
* xyz 0 1
N -1.74773 -1.94511 0.84469
N 1.22144 -0.79310 -0.62887
C -0.88427 -1.16720 0.47490
C -0.00853 -0.27785 -0.17893
C -0.41994 2.30703 0.03496
C -0.24908 1.11174 -0.04952
H -0.58580 3.35996 0.09573
H -0.47879 -1.31670 1.52992
H 1.17649 -1.15511 -1.57538
H 1.97620 -0.12365 -0.54749
*
```

## Properties
- Energy: -264.1096 hartree
- Orbital gap (spin up / spin down): 7.50 / 8.01 eV

Computed, not measured: C6H9N as an isolated structure at a distorted geometry, with ωB97M-V/def2-TZVPD.

```
! wB97M-V def2-TZVPD RIJCOSX def2/J DEFGRID3
* xyz 0 1
N 1.81091 -1.78951 -1.93131
C 0.82366 -1.21595 1.44786
C -0.42533 1.15575 -1.95910
C -0.94947 0.75527 1.37081
C -0.04798 -0.17209 0.77041
C 0.24488 0.06033 -1.22774
C 1.03739 -1.03226 -1.52214
H 0.24920 -2.17507 1.35811
H -1.28068 1.36865 -1.35308
H 0.22357 2.00422 -2.05580
H -1.54563 -0.11648 1.90201
H -0.73679 0.61702 -2.94382
H -0.45946 1.41573 2.12897
H -1.74623 1.23970 0.72541
H 1.79354 -1.34049 0.84908
H 1.00845 -0.77479 2.44033
*
```

## Properties
- Energy: -288.5622 hartree
- Orbital gap (spin up / spin down): 9.05 / 7.31 eV

Computed, not measured: an isolated ion of composition C4H3ClFO3 and charge -1 at a distorted geometry, with ωB97M-V/def2-TZVPD.

```
! wB97M-V def2-TZVPD RIJCOSX def2/J DEFGRID3
* xyz -1 3
Cl -2.40596 -1.21292 0.29459
F -0.66631 -0.03572 1.73504
O -0.12171 1.91302 -0.27339
O 0.20494 -1.90144 -1.14874
O -2.26019 1.57525 -0.88205
C 1.59676 -0.27638 0.03835
C -1.01952 -0.13751 0.35371
C -1.16523 1.29802 -0.42934
C 0.43275 -0.97957 -0.44084
H 2.59229 -0.59655 -0.39460
H 1.56176 -0.48208 1.06489
H 1.25041 0.83589 0.08237
*
```

## Properties
- ⟨S²⟩: 2.012
- Energy: -939.8955 hartree
- Orbital gap (spin up / spin down): 4.69 / 6.89 eV